{"formula": "C4H4N2O", "method": "ωB97M-V/def2-TZVPD", "e_lumo_ev": -0.8, "homo_lumo_gap_ev": 8.1, "relative_energy_kj_mol": 329.25, "spin_multiplicity": 1, "smiles": "O=Nc1ccc[nH]1", "homo_energy_ev": -8.94, "mol_weight_g_mol": 96.1, "charge": 0, "species": ["O", "N", "C", "C", "C", "C", "N", "H", "H", "H", "H"], "positions_angstrom": [[-0.00926, 0.70295, 2.25791], [0.55739, 1.12178, 1.15395], [0.18739, 0.25602, 0.24420], [-0.53418, -0.92338, 0.26597], [-0.72552, -1.29463, -1.04433], [-0.01007, -0.40620, -1.84918], [0.57167, 0.45183, -1.06125], [-0.95592, -1.25337, 1.18125], [-1.47177, -2.06051, -1.25244], [0.29767, -0.51570, -2.90668], [0.79496, 1.39994, -1.43422]]}